The molecule C21H32N4O3, computed with ωB97M-V/def2-TZVPD.

The energy above the lowest of the compared OMol25 structures with the same formula, charge and spin comes out at 315.0 kJ/mol. The value obtained for the HOMO energy is -9.34 eV. As for the lowest unoccupied orbital energy: 0.0253 Ha. As for the orbital gap: 10.03 eV.

Geometry as XYZ:
```
60
Properties=species:S:1:pos:R:3:forces:R:3:lowdin_charge:R:1
C -7.157958 1.146315 -2.190859 -0.0009 0.0009 -0.0005 -0.1214
C -5.665450 1.429258 -2.302307 0.0014 0.0009 0.0005 -0.2810
C -4.810448 0.321247 -1.700838 0.0027 -0.0030 -0.0035 -0.2416
C -3.315278 0.589867 -1.809307 -0.0045 0.0348 0.0619 -0.2227
C -2.480078 -0.533239 -1.201541 0.0076 -0.0556 -0.1390 -0.2090
C -0.988015 -0.358415 -1.329079 0.0192 -0.0146 0.1498 -0.1031
C -0.335820 0.788465 -1.182764 -0.0267 0.0276 -0.0943 -0.0925
C 1.149525 0.920371 -1.348616 0.0116 -0.0034 -0.0099 -0.1049
C 1.749822 1.953899 -0.395397 -0.0157 0.0172 -0.0384 -0.4492
O 1.058892 2.866122 0.026770 0.0048 -0.0085 0.0211 0.0577
N 3.076540 1.858567 -0.102128 -0.0255 -0.0249 0.0356 -0.0515
C 3.693878 2.910356 0.706128 -0.0009 0.0094 -0.0029 -0.1252
C 4.757760 2.353742 1.645882 0.0079 0.0130 0.0026 -0.1339
C 4.194688 1.278873 2.533519 -0.0178 -0.0029 -0.0091 -0.1928
C 4.957211 0.056488 2.900103 -0.0014 -0.0075 -0.0029 -0.0214
C 3.820540 -0.064110 1.911998 0.0370 0.0212 -0.0075 -0.2744
C 2.549630 -0.594338 2.512309 0.0088 -0.0428 -0.0247 -0.4119
O 2.415631 -0.756120 3.712650 -0.0040 0.0102 0.0166 0.0727
N 1.534968 -0.848372 1.638052 -0.0169 0.0815 0.0127 0.1011
C 0.226604 -1.221239 2.106126 -0.0009 -0.0236 -0.0079 -0.0636
C -0.373596 -2.295475 1.262490 -0.0247 -0.0264 0.0353 -0.3482
N -1.595005 -2.713940 1.280826 -0.0104 0.0228 -0.0329 0.1988
C -1.594102 -3.660096 0.280501 0.0020 -0.0118 0.0243 -0.4197
C -2.800151 -4.436382 -0.102172 0.0097 0.0104 -0.0161 -0.0136
N -0.447222 -3.812084 -0.309447 0.0008 -0.0083 0.0214 0.1432
O 0.385380 -2.903660 0.354942 0.0004 0.0180 -0.0331 0.0107
C 4.140170 -0.360294 0.448806 -0.0285 0.0244 -0.0249 -0.0726
C 3.951322 0.799500 -0.565318 0.0219 -0.0032 0.0218 -0.1359
H -7.753329 1.949995 -2.625372 -0.0004 -0.0003 0.0003 0.0665
H -7.419459 0.220525 -2.707692 0.0001 0.0000 0.0001 0.0703
H -7.457228 1.036516 -1.146472 0.0000 0.0001 0.0002 0.0708
H -5.392408 1.563083 -3.353587 0.0001 0.0001 0.0002 0.1081
H -5.430468 2.374299 -1.803265 -0.0005 0.0003 -0.0006 0.1087
H -5.079990 0.187659 -0.647046 -0.0001 -0.0006 0.0005 0.1182
H -5.046019 -0.626846 -2.198378 -0.0019 0.0003 0.0018 0.1156
H -3.036612 0.715537 -2.860242 -0.0019 0.0038 0.0007 0.1221
H -3.086442 1.538402 -1.315149 0.0042 -0.0017 0.0036 0.1113
H -2.743260 -0.662451 -0.146385 -0.0061 0.0059 0.0057 0.1092
H -2.758277 -1.473528 -1.688565 0.0028 -0.0006 0.0091 0.1074
H -0.415200 -1.259064 -1.544178 -0.0022 0.0044 0.0005 0.1013
H -0.861501 1.710542 -0.964820 0.0064 0.0035 0.0041 0.1096
H 1.619574 -0.063599 -1.290251 0.0213 0.0111 0.0118 0.0980
H 1.380648 1.297437 -2.353516 -0.0138 -0.0160 -0.0003 0.1388
H 4.129331 3.670887 0.048708 0.0020 -0.0007 0.0000 0.1312
H 2.897018 3.387320 1.272703 0.0003 0.0059 -0.0034 0.1221
H 5.615283 1.969995 1.087685 -0.0021 0.0031 0.0024 0.1127
H 5.139411 3.177126 2.253700 0.0009 -0.0031 0.0059 0.1239
H 3.484623 1.623668 3.276753 0.0014 0.0002 0.0053 0.1527
H 5.951083 -0.056744 2.485208 0.0001 0.0009 -0.0004 0.1152
H 4.794591 -0.368510 3.879282 -0.0010 0.0011 0.0020 0.1105
H 1.619443 -0.548522 0.683280 0.0178 0.0012 -0.0049 0.0981
H 0.329207 -1.569320 3.133768 0.0018 -0.0138 0.0021 0.1365
H -0.469091 -0.377511 2.114033 0.0068 -0.0083 -0.0054 0.1423
H -2.575233 -5.091577 -0.939961 -0.0038 -0.0026 0.0023 0.0810
H -3.143002 -5.032234 0.742984 0.0007 0.0029 0.0047 0.0843
H -3.603825 -3.753470 -0.377181 -0.0046 -0.0039 0.0008 0.0771
H 5.172739 -0.704553 0.376052 -0.0042 -0.0260 -0.0165 0.1181
H 3.533962 -1.211596 0.130946 0.0091 -0.0234 0.0185 0.1123
H 3.588578 0.407251 -1.511916 0.0145 0.0020 -0.0099 0.1115
H 4.916413 1.253986 -0.792483 -0.0048 -0.0019 0.0027 0.1206
```
Forces are in eV/Å.

=====

A 2-piece molecular cluster, C21H32N4O7S overall in a non-equilibrium geometry, computed with ωB97M-V/def2-TZVPD.

The energy above the lowest of the compared OMol25 structures with the same formula, charge and spin comes out at 0.0 kJ/mol. The value obtained for the HOMO energy is -8.15 eV. As for the lowest unoccupied orbital energy: 0.0085 Ha. As for the orbital gap: 8.38 eV.

Geometry as XYZ:
```
65
Properties=species:S:1:pos:R:3:forces:R:3:lowdin_charge:R:1
O -0.687350 -2.481526 1.072317 -0.1261 -0.4435 -0.0381 0.0318
O -3.407275 -1.994353 4.746711 0.3753 0.2791 -0.2841 0.0565
N 3.578233 -0.241044 -4.726858 -1.8887 0.3935 -0.4277 0.0142
O 1.697341 3.614722 0.421489 -0.5112 -0.0931 -0.6777 0.0633
O -3.865242 0.354120 -2.656508 0.2440 -0.0662 0.0069 -0.0602
O -1.295452 0.830011 -3.808072 0.9854 0.0750 0.0902 -0.0918
O -1.458206 -1.939740 -1.385397 0.1338 0.7343 -0.3936 -0.0238
O 0.893302 -0.398563 -0.495079 0.2188 -0.2848 -0.3567 -0.0204
S 0.934841 0.260790 -5.289186 -0.1033 0.0382 0.3058 1.0526
C -0.473992 -1.881733 2.114504 1.1912 -0.2988 -0.6113 -0.5051
C -2.455178 -1.326707 5.135328 -0.9075 -0.7145 -1.0508 -0.4537
C 2.412074 0.194647 -4.345046 3.1904 -1.2764 -0.3688 -0.6764
C 1.153995 2.783140 2.608732 -1.0784 -0.6198 -0.2007 -0.0043
C -0.323533 2.366477 0.706847 0.1932 0.0417 0.7371 -0.0214
C 0.272246 2.070820 3.444003 -0.1150 0.2350 -1.4257 -0.0320
C -1.195060 1.642143 1.541664 1.0907 0.5997 0.4945 -0.0165
C 0.854539 2.932805 1.237224 -0.1513 -0.4214 0.9997 -0.3041
C -0.900035 1.498588 2.912251 0.0956 -0.0962 -0.0759 -0.2275
N -2.295033 -1.120776 6.447657 0.7733 0.4755 1.0745 0.0324
N 2.289384 0.626870 -3.050709 -1.2633 0.6911 0.4083 0.0485
N -1.493108 -1.481577 2.867748 -0.8535 0.6121 1.6156 0.1376
C 0.951729 -1.611176 2.547655 -0.2748 -0.0523 -0.1429 0.0218
C -1.245427 -0.353005 7.119768 -0.2862 -0.1067 -0.3316 -0.0606
C 5.063114 -1.293069 -6.361090 0.0069 0.0272 -0.0575 -0.1201
C 3.684246 -0.698739 -6.123273 0.2548 0.0715 0.6268 -0.3512
C -3.155811 -0.654929 -3.396483 -0.3319 0.1776 -0.1646 -0.1708
C 0.107179 1.108147 -3.890057 -1.0028 0.1222 0.4130 -0.4810
C -1.632226 -0.473820 -3.308638 -0.5270 0.1463 0.6521 -0.2528
C -1.115141 -0.632440 -1.870732 0.4613 -0.9872 0.3384 -0.2642
C 0.414178 -0.466598 -1.849892 -0.6666 0.9089 0.3426 -0.2407
C 0.897441 0.792600 -2.602958 0.4632 -0.7082 -0.2345 -0.2299
C -1.852738 0.752193 3.826973 0.0121 0.3487 0.0396 -0.0914
C -1.473420 -0.710714 4.117884 0.1219 -0.1469 -0.4205 -0.2000
H 2.461240 3.956053 0.887550 0.0842 -0.0316 0.2845 0.1056
H -4.825469 0.228961 -2.737027 0.6608 -0.1636 -0.0988 0.0924
H -1.073117 -2.106046 -0.484717 -0.2655 0.3227 -0.7051 0.0438
H 0.462377 0.329586 -0.010902 0.0572 -0.2705 -0.4945 0.0572
H 2.051499 3.221042 3.017452 0.1453 0.0794 0.0267 0.1083
H -0.565768 2.520589 -0.334624 0.0067 0.0297 -0.0874 0.1138
H 0.494277 1.966623 4.496816 0.0234 0.0082 0.0938 0.1117
H -2.103719 1.215519 1.134439 0.0236 0.0034 -0.0144 0.1212
H -2.998986 -1.557219 7.025296 0.0015 0.0387 -0.1911 0.1469
H 2.987709 0.267129 -2.403719 -0.3171 0.1452 -0.2563 0.1490
H -2.402780 -1.790408 2.554179 -0.0984 -0.0139 0.0677 0.1593
H 1.108335 -0.541259 2.648960 0.1229 0.1458 0.1723 0.0689
H 1.625977 -1.997452 1.783821 -0.2077 0.0465 0.0540 0.0914
H 1.146183 -2.116755 3.490001 0.1114 0.0702 0.2080 0.0851
H -1.283686 -0.547165 8.193624 -0.0332 -0.0312 -0.2140 0.0893
H -1.398833 0.715565 6.957795 0.1661 0.0313 0.0930 0.0759
H -0.259281 -0.644048 6.753676 -0.0102 0.0673 0.0785 0.0827
H 5.838124 -0.544503 -6.169997 -0.0828 -0.1290 0.0093 0.0677
H 5.153981 -1.632719 -7.396604 0.0440 -0.0010 0.0760 0.0653
H 5.226866 -2.146531 -5.696393 0.0216 0.1286 -0.0721 0.0681
H 2.933953 -1.468209 -6.335399 -0.1458 0.0442 -0.0577 0.0912
H 3.526992 0.139489 -6.810789 -0.1053 0.0043 -0.0315 0.1002
H -3.427877 -1.646113 -3.018895 0.3321 0.0400 0.0263 0.1233
H -3.453058 -0.610388 -4.449198 0.1167 0.0744 -0.0410 0.1219
H 0.212806 2.182870 -4.067997 -0.3817 -0.2111 -0.1087 0.1262
H -1.166084 -1.243243 -3.932437 -0.0469 -0.0874 -0.0408 0.1492
H -1.577432 0.132015 -1.238452 -0.0685 0.2081 -0.0326 0.1487
H 0.846205 -1.347347 -2.338715 0.0452 0.0229 0.3614 0.1715
H 0.814989 1.658414 -1.938983 0.0317 -0.0852 -0.0306 0.1370
H -1.905700 1.297377 4.769214 -0.0937 0.0198 0.1444 0.1099
H -2.853868 0.775626 3.392709 -0.0443 -0.1146 0.0444 0.1311
H -0.475475 -0.735012 4.550540 0.1825 -0.0533 -0.1461 0.1276
```
Forces are in eV/Å.